This record from OMol25 describes a cluster of 2 separate species, C30H35OSi in total. The level of theory is ωB97M-V/def2-TZVPD.

```
67
Properties=species:S:1:pos:R:3:mulliken_charge:R:1
Si 2.223 0.559 1.655 0.093
O 0.551 0.732 1.648 -0.121
C 1.968 -4.006 2.843 0.112
C -1.937 -5.880 3.386 -0.886
C -0.876 -3.931 4.405 1.693
C 1.589 -3.414 4.051 0.410
C -3.199 -5.370 3.723 -0.516
C 1.969 -2.348 6.096 0.162
C -1.850 2.337 2.104 -0.839
C -0.404 0.297 2.505 0.390
C 0.541 -2.419 5.921 0.249
C 1.720 -1.228 8.195 -0.782
C 0.326 -1.299 8.054 -1.005
C -0.268 -1.952 6.964 -0.580
C 2.616 -0.589 0.243 -1.003
C -3.619 0.512 1.507 -0.705
C 3.955 -3.205 4.709 -0.261
C 0.299 -3.141 4.669 0.985
C 2.552 -1.796 7.223 -0.549
C -0.731 -1.023 2.611 0.126
C -2.731 1.673 1.036 -0.677
C -1.226 1.398 3.137 -0.697
C -2.149 -3.506 4.856 -0.390
C 2.611 -2.986 4.962 -0.539
C 4.325 -3.728 3.466 -0.735
C 3.337 -4.118 2.543 -1.133
C -0.786 -5.191 3.753 -0.530
C -2.176 -1.369 2.601 -0.826
C 2.786 2.303 1.308 -1.086
C 2.673 -0.074 3.347 -0.398
C -2.989 -0.883 1.374 -0.998
C -3.298 -4.212 4.509 -0.586
H -0.314 -0.847 8.814 0.433
H -3.380 2.457 0.610 0.464
H -2.359 -0.935 0.475 0.398
H 1.214 -4.359 2.139 0.739
H 0.199 -5.622 3.566 0.744
H 2.154 -0.756 9.075 0.426
H -3.815 -1.596 1.241 0.412
H -4.518 0.514 0.869 0.350
H -2.452 3.074 2.658 0.493
H -4.267 -3.835 4.844 0.419
H -3.961 0.689 2.536 0.328
H -2.237 -2.584 5.430 -0.096
H 3.637 -1.825 7.320 0.428
H -1.050 2.896 1.595 0.232
H -2.274 -2.458 2.667 -0.005
H 0.009 -1.823 2.544 0.433
H 5.381 -3.868 3.226 0.440
H 2.566 2.561 0.260 0.302
H 4.683 -2.948 5.475 0.453
H 2.024 -1.514 0.288 0.275
H 3.643 -0.584 3.334 0.385
H 3.683 -0.860 0.248 0.376
H -4.103 -5.897 3.414 0.431
H 1.930 -0.783 3.740 -0.224
H -1.344 -2.093 6.961 0.494
H 2.731 0.746 4.077 0.365
H 2.250 3.016 1.950 0.289
H -2.652 -0.962 3.510 0.371
H 3.866 2.424 1.476 0.370
H 2.390 -0.091 -0.713 0.319
H -1.854 -6.824 2.841 0.424
H -2.092 1.334 0.208 0.209
H -2.003 0.962 3.781 0.392
H -0.558 1.981 3.795 0.320
H 3.648 -4.528 1.575 0.430
```

## Properties
Highest occupied orbital energy: -0.380 Ha
Charge: +1
LUMO: -5.823 eV
Orbital gap: 4.519 eV

=====

This record from OMol25 describes a structure of composition C30H36AsN2O3ReS. The level of theory is ωB97M-V/def2-TZVPD.

```
74
Properties=species:S:1:pos:R:3:mulliken_charge:R:1
Re 0.201 -0.418 -0.193 0.867
As 3.056 -1.902 -2.019 0.863
S 0.938 -2.140 -1.668 -0.519
O -0.322 1.324 0.885 -0.230
O 1.241 1.411 -0.603 -0.918
O 1.801 -0.901 1.177 -0.513
N 2.173 3.909 -1.336 -0.175
N 1.458 -1.642 2.239 0.425
C -1.926 -1.604 0.685 -0.477
C -2.598 -0.745 1.557 -0.384
C 0.227 -1.918 4.236 -0.866
C -0.370 5.367 1.661 -0.896
C -1.827 -1.273 -0.692 -0.775
C -0.307 4.021 1.417 -0.855
C -2.328 -0.017 -1.119 -1.100
C 0.496 2.069 0.229 1.235
C -4.005 1.280 2.035 -1.730
C 0.535 3.501 0.415 0.459
C 5.793 4.320 -4.668 -1.459
C 1.723 -3.626 3.494 -0.743
C 3.239 -1.554 -3.908 -1.117
C 4.769 3.093 -2.247 -1.684
C 1.338 4.384 -0.367 0.485
C -2.981 0.816 -0.222 -0.279
C 2.040 -2.840 2.410 -0.004
C 3.867 -3.639 -1.751 -1.053
C 1.273 5.756 -0.069 -0.527
C 2.050 5.648 -3.045 -0.639
C 3.790 5.825 -4.681 -0.902
C 4.485 4.780 -4.085 1.120
C 2.583 6.262 -4.160 -0.996
C 2.738 4.603 -2.426 0.327
C 0.576 -1.166 3.136 -0.224
C 4.083 -0.558 -1.087 -0.571
C 0.435 6.232 0.911 -0.718
C 0.796 -3.170 4.422 -0.315
C 3.971 4.170 -2.936 0.528
C -3.166 0.447 1.115 0.594
H 5.777 3.247 -4.868 0.291
H 6.002 4.835 -5.603 0.405
H 4.833 -3.667 -2.252 0.405
H -1.625 -2.590 1.020 0.486
H 1.928 6.436 -0.596 0.641
H 1.079 5.941 -2.668 0.639
H -1.665 -2.054 -1.424 1.273
H 6.621 4.515 -3.983 0.335
H 3.619 0.416 -1.236 -0.172
H 5.796 3.430 -2.098 0.409
H 3.204 -4.384 -2.187 0.399
H -0.905 3.324 1.988 0.465
H 4.207 6.305 -5.557 0.380
H 2.201 -4.589 3.606 0.447
H 4.817 2.187 -2.860 0.279
H 0.526 -3.775 5.276 0.447
H 0.405 7.293 1.117 0.416
H 2.279 2.914 -1.354 0.185
H -2.296 0.235 -2.171 0.461
H 4.126 -0.773 -0.024 0.344
H -3.617 1.270 3.052 0.407
H 0.190 -0.176 2.930 0.796
H -3.390 1.756 -0.570 0.500
H -0.478 -1.513 4.948 0.491
H 4.366 2.841 -1.267 0.463
H 4.286 -1.635 -4.197 0.423
H 5.082 -0.574 -1.519 0.512
H -4.081 2.307 1.684 0.403
H 3.997 -3.854 -0.693 0.322
H 2.754 -3.126 1.655 0.336
H 2.859 -0.563 -4.149 0.357
H -1.015 5.754 2.437 0.441
H 2.652 -2.298 -4.443 0.408
H -2.717 -1.024 2.598 0.560
H 2.050 7.074 -4.637 0.409
H -5.016 0.867 2.064 0.406
```

## Properties
ΔE to the lowest compared entry with this formula, charge and spin: 19.2 kcal per mole
Highest occupied orbital energy (alpha / beta): -0.436 / -0.436 Ha
Charge: +2
LUMO (alpha / beta): -6.868 / -6.540 eV
Multiplicity: 3
Orbital gap (alpha / beta): 5.002 / 5.330 eV

=====

This record from OMol25 describes a structure of composition C30H36Cl2NOSb2Y. The level of theory is ωB97M-V/def2-TZVPD.

```
73
Properties=species:S:1:pos:R:3:mulliken_charge:R:1
Sb -2.655 0.298 -0.017 0.420
Sb 0.776 -0.762 -1.871 0.682
Y 0.260 -0.387 1.148 0.820
Cl -0.057 4.633 0.753 -0.182
Cl 5.301 4.710 0.986 -0.209
O 0.289 1.656 1.203 -0.790
N 2.559 0.364 1.414 0.704
C 0.110 -1.290 3.816 0.478
C -2.995 1.749 -4.884 -0.773
C -2.826 0.116 -3.097 0.635
C 1.389 2.412 1.158 0.030
C -0.118 -3.224 1.795 -0.886
C 3.860 2.415 1.229 -0.162
C -1.190 0.179 -4.864 -0.540
C 2.445 -1.487 -2.945 -1.301
C -2.809 2.370 -0.403 -1.264
C 4.955 0.292 1.486 -1.158
C 1.142 -2.952 2.342 1.065
C -1.653 -0.384 -3.676 0.804
C -2.617 -3.017 1.764 -1.494
C -0.862 -1.495 -3.055 -1.468
C 3.823 3.828 1.044 0.574
C 2.335 -3.755 1.913 -1.811
C 0.236 -0.267 4.907 -1.839
C -3.477 1.184 -3.716 -0.650
C 0.817 1.304 -2.359 -1.132
C -1.846 1.236 -5.468 -0.668
C -4.398 0.022 1.171 -1.427
C -3.444 -0.465 -1.856 -1.624
C 2.635 4.479 0.904 -0.580
C 1.414 3.767 0.952 0.521
C 3.696 -0.310 1.506 -0.148
C -1.136 -1.604 3.255 -0.605
C 5.036 1.657 1.350 -0.767
C 1.239 -1.963 3.329 -0.414
C -1.270 -2.591 2.268 1.111
C 2.631 1.726 1.279 0.139
H -3.839 2.598 -0.672 0.505
H -0.210 -3.981 1.024 0.586
H 1.714 1.752 -1.931 0.469
H 5.843 -0.317 1.574 0.511
H -3.406 -2.361 2.122 0.310
H -2.647 -3.057 0.673 0.273
H -4.503 -0.203 -1.831 0.725
H 2.209 -1.724 3.748 0.536
H -3.397 -1.555 -1.831 0.681
H 3.615 -1.386 1.597 0.269
H -0.411 -2.126 -3.822 0.683
H 3.373 -1.204 -2.452 0.402
H 2.229 -4.775 2.287 0.432
H -0.059 1.805 -1.951 0.057
H -4.822 -0.962 0.979 0.458
H -0.585 0.448 4.886 0.409
H -5.125 0.776 0.871 0.486
H -1.471 -2.143 -2.427 0.356
H -0.302 -0.231 -5.336 0.437
H 2.609 5.549 0.754 0.504
H -2.019 -1.084 3.610 0.429
H 2.415 -3.820 0.827 0.344
H -1.471 1.648 -6.395 0.438
H 0.212 -0.767 5.877 0.411
H -4.397 1.563 -3.286 0.416
H -4.202 0.136 2.235 0.438
H 2.423 -1.053 -3.943 0.410
H 5.997 2.153 1.326 0.488
H -2.515 2.936 0.477 0.401
H -2.834 -4.024 2.125 0.444
H 1.179 0.275 4.842 0.382
H 3.264 -3.365 2.321 0.497
H -3.527 2.568 -5.347 0.439
H -2.154 2.639 -1.230 0.348
H 2.398 -2.571 -3.024 0.406
H 0.822 1.421 -3.441 0.531
```

## Properties
ΔE to the lowest compared entry with this formula, charge and spin: 2.9 kcal per mole
Highest occupied orbital energy: -0.488 Ha
Charge: +2
LUMO: -6.338 eV
Orbital gap: 6.948 eV

=====

This record from OMol25 describes a cluster of 5 separate species, C30H36N6O10 in total. The level of theory is ωB97M-V/def2-TZVPD.

```
82
Properties=species:S:1:pos:R:3:mulliken_charge:R:1
O -3.778 -1.970 4.374 -0.602
O -1.832 -0.939 -4.040 -0.452
O 4.601 1.919 3.803 -0.610
O 0.753 2.125 -0.914 -0.611
O 2.599 2.783 -0.016 -0.632
O 5.752 0.963 5.358 -0.606
O -2.650 -2.860 5.981 -0.606
O -2.747 1.798 -1.070 -0.720
O -2.910 0.212 0.372 -0.563
O 2.732 0.654 -4.234 -0.602
N -2.953 -2.754 4.808 1.041
N 1.823 -0.727 -6.533 -0.630
N 5.430 1.115 4.196 1.017
N -2.926 1.690 -4.114 -0.726
N -3.269 1.279 -0.097 1.069
N 1.493 2.273 0.043 1.116
C 0.483 -0.089 -3.856 -0.711
C -1.949 -4.372 1.601 -0.522
C -1.674 -1.525 -5.306 -0.753
C 1.033 1.775 1.348 -0.334
C 0.175 0.862 3.785 -0.607
C -2.272 -3.632 3.845 0.050
C -5.848 3.847 0.664 -0.582
C 5.728 0.432 1.853 -0.245
C -4.936 1.428 1.695 -0.341
C -1.531 1.404 -4.535 -0.509
C 1.360 0.858 -4.660 0.085
C -0.193 1.140 1.429 0.154
C -2.584 -3.534 2.501 -0.184
C -1.343 -4.545 4.308 -0.460
C -6.437 3.300 1.796 -0.420
C 1.843 1.959 2.452 -0.548
C -0.624 0.682 2.662 -0.373
C -4.802 3.190 0.041 -0.341
C -1.027 0.201 -3.759 1.002
C 7.243 -1.345 1.290 -0.428
C 1.397 0.609 -6.146 -0.949
C -0.712 -5.379 3.402 -0.390
C -5.980 2.094 2.312 -0.614
C 6.322 -0.381 0.903 -0.541
C 6.072 0.263 3.181 0.090
C -1.015 -5.295 2.050 -0.442
C 1.407 1.495 3.680 -0.446
C 6.991 -0.685 3.587 -0.428
C 7.578 -1.495 2.629 -0.413
C -4.367 1.988 0.567 0.126
H 0.014 -6.099 3.752 0.379
H 8.296 -2.245 2.929 0.370
H 7.245 -0.794 4.630 0.454
H 2.029 1.633 4.553 0.450
H -7.257 3.815 2.278 0.384
H -1.558 1.210 -5.597 0.059
H -3.161 2.624 -4.433 0.287
H -2.651 -1.726 -5.721 0.329
H -0.926 2.273 -4.335 0.517
H -1.148 -0.891 -6.007 0.189
H -4.576 0.489 2.089 0.608
H -6.438 1.671 3.195 0.404
H 0.449 0.854 -6.593 0.341
H -1.579 0.183 2.753 0.569
H 2.103 1.316 -6.558 0.372
H 6.063 -0.264 -0.140 0.420
H 2.350 -1.167 -5.788 0.320
H -4.336 3.608 -0.839 0.459
H 1.117 1.889 -4.459 0.517
H 0.876 -0.052 -2.856 0.087
H -0.795 0.999 0.551 0.270
H -3.309 -2.817 2.146 0.473
H 7.700 -1.982 0.546 0.382
H 0.674 -1.091 -4.208 0.329
H -6.205 4.786 0.266 0.379
H -1.114 -4.607 5.361 0.455
H -2.185 -4.305 0.549 0.420
H -0.524 -5.952 1.345 0.380
H 2.889 1.251 -3.487 0.339
H -1.137 -2.463 -5.239 0.285
H -0.166 0.507 4.749 0.425
H 5.010 1.183 1.559 0.527
H 2.795 2.455 2.365 0.592
H -2.909 1.788 -3.103 0.312
H 1.028 -1.326 -6.707 0.302
H -1.226 0.419 -2.724 -0.192
```

## Properties
Highest occupied orbital energy: -0.330 Ha
LUMO: -0.851 eV
Orbital gap: 8.124 eV

=====

Looking at molar mass for the records above, in order, we have 439.7, 765.8, 830.0, 640.7 g mol⁻¹.
Looking at E_tot for the records above, in order, we have -1528.669836, -4211.705254, -2733.584590, -2245.303666 a.u..